This record from OMol25 describes one molecule with the formula C22H25NO5. The level of theory is ωB97M-V/def2-TZVPD.

- Energy relative to the best compared isomer or geometry (same formula, charge and spin): 3.2 kcal per mole
- LUMO level: 0.6 eV
- Multiplicity: 1
- SMILES: Cc1ccc(C)c(C(=O)COC(=O)CCN2C(=O)[C@@H]3[C@H]4CC[C@H](C4)[C@@H]3C2=O)c1
- Highest occupied orbital energy: -0.3294 Ha

Each line ends with the Löwdin charge.
Cartesian coordinates (Å):
C 1.90833 -2.58504 5.26319  -0.0465
C 0.81466 -2.13710 4.34405  -0.2664
C 0.68507 -2.71321 3.08737  0.0213
C -0.30769 -2.29860 2.21072  -0.1266
C -1.22943 -1.31953 2.58908  -0.2190
C -1.10129 -0.76068 3.85194  -0.0326
C -0.08956 -1.15102 4.71187  -0.0358
H -0.01017 -0.68773 5.68490  0.1091
H -1.80664 -0.00493 4.16722  0.1108
C -2.33942 -0.90279 1.67103  -0.0185
H -3.12670 -0.40142 2.22903  0.0830
H -2.76476 -1.76679 1.16361  0.0911
H -1.96735 -0.21329 0.91358  0.0701
C -0.33100 -2.91333 0.85638  -0.3266
O -0.60267 -4.06530 0.63714  0.1345
C 0.07856 -1.98298 -0.28803  -0.0645
H 0.96187 -2.41770 -0.77198  0.1495
H -0.73215 -1.91730 -1.01687  0.1397
O 0.36626 -0.65404 0.11784  -0.0408
C 1.55293 -0.45135 0.70986  -0.4976
O 2.35584 -1.31478 0.92371  0.1440
C 1.74486 1.01351 1.03712  -0.0326
H 0.78127 1.48445 1.23163  0.1297
H 2.38037 1.08963 1.91840  0.1326
C 2.43923 1.71647 -0.13845  -0.0879
N 1.58217 1.79984 -1.29929  0.0589
C 1.51325 0.81590 -2.26616  -0.3739
O 2.14521 -0.20672 -2.23988  0.1348
C 0.52742 1.27195 -3.32024  -0.1137
H 1.02479 1.28575 -4.29121  0.1647
C 0.01834 2.63236 -2.82906  -0.1173
C 0.73970 2.87279 -1.52176  -0.3777
O 0.63207 3.81133 -0.77765  0.1250
H 0.20749 3.46944 -3.50268  0.1644
C -1.49018 2.39650 -2.62898  -0.2343
H -1.95628 3.13964 -1.98543  0.1508
C -1.51681 0.94674 -2.14405  -0.0909
H -2.52672 0.54624 -2.07734  0.1309
H -1.00202 0.79524 -1.19756  0.1025
C -0.74584 0.40700 -3.34938  -0.2373
H -0.53427 -0.66015 -3.36604  0.1465
C -1.61151 0.90000 -4.51529  -0.1273
H -1.04127 0.97994 -5.43952  0.1125
H -2.43665 0.21015 -4.69020  0.1138
C -2.12477 2.26867 -4.01894  -0.1290
H -1.83203 3.08590 -4.67635  0.1121
H -3.21145 2.27616 -3.93945  0.1134
H 3.33887 1.16372 -0.42077  0.1414
H 2.69486 2.73931 0.14892  0.1329
H 1.37963 -3.47631 2.76983  0.1363
H 1.77710 -3.63496 5.52183  0.0839
H 2.87524 -2.48220 4.77340  0.0829
H 1.91328 -1.99940 6.17895  0.0736

Forces on atoms 1 to 3 (eV/Å):
0.0 0.0 0.0
-0.1 0.0 0.0
-0.2 0.1 0.0

---

This record from OMol25 describes C7H8F2 as an isolated structure in a non-equilibrium geometry. The level of theory is ωB97M-V/def2-TZVPD.

- Energy relative to the best compared isomer or geometry (same formula, charge and spin): 41.5 kcal per mole
- LUMO level (spin up / spin down): 1.1 / -1.8 eV
- Multiplicity: 3
- Highest occupied orbital energy (spin up / spin down): -0.1958 / -0.3549 Ha

Each line ends with the Löwdin charge.
Cartesian coordinates (Å):
C 0.44189 -1.10330 1.23184  -0.1384
C 0.64650 -2.14471 1.99815  0.0224
C -1.16354 1.77344 -1.93584  0.0023
C -0.84938 0.64565 -1.33775  -0.1869
C -0.52688 -0.07921 1.03207  -0.1292
C 0.17332 0.64628 -0.24656  -0.2089
C 1.34542 -0.32318 -0.38995  -0.4084
F 2.49451 0.37175 -0.17627  0.0888
F 1.47331 -1.04510 -1.42404  0.1899
H 1.60953 -2.59661 1.92681  0.0454
H 0.00527 -2.45493 2.79931  0.0568
H -1.83126 1.91300 -2.85668  0.0877
H -0.78503 2.68451 -1.45979  0.0591
H -1.30365 -0.32091 -1.61362  0.1239
H -1.50046 -0.38330 0.64280  0.1175
H -0.61293 0.67256 1.76829  0.1088
H 0.38338 1.74407 0.04124  0.1694

Forces on atoms 1 to 3 (eV/Å):
-2.9 -2.2 6.0
0.7 0.9 -0.8
-1.2 1.3 -1.3

---

This record from OMol25 describes one molecule with the formula C2H5NO in a non-equilibrium geometry. The level of theory is ωB97M-V/def2-TZVPD.

- Energy relative to the best compared isomer or geometry (same formula, charge and spin): 67.1 kcal per mole
- LUMO level: 1.0 eV
- Multiplicity: 1
- SMILES: CNC=O
- Highest occupied orbital energy: -0.3394 Ha

Each line ends with the Löwdin charge.
Cartesian coordinates (Å):
C 0.34763 -0.68815 -0.73802  -0.1198
N -0.41697 -0.16842 0.35547  -0.1088
C -0.29071 1.21047 0.85299  -0.3186
O 0.07435 2.15720 0.19682  0.0492
H 1.17934 0.00489 -0.89644  0.0855
H 0.75946 -1.68257 -0.50666  0.0830
H -0.25214 -0.74257 -1.64122  0.0726
H -1.27299 -0.64536 0.62856  0.1191
H -0.12797 0.55450 1.74851  0.1379

Forces on atoms 1 to 3 (eV/Å):
-0.1 0.0 -0.7
-0.4 0.3 -1.3
1.1 -2.7 -1.3

---

This record from OMol25 describes an isolated ion of composition C9H14NO2 and charge +1 in a non-equilibrium geometry. The level of theory is ωB97M-V/def2-TZVPD.

- Energy relative to the best compared isomer or geometry (same formula, charge and spin): 114.6 kcal per mole
- LUMO level (spin up / spin down): -3.2 / -6.1 eV
- Net charge: +1
- Multiplicity: 3
- Highest occupied orbital energy (spin up / spin down): -0.4910 / -0.4850 Ha

Each line ends with the Löwdin charge.
Cartesian coordinates (Å):
C 2.22316 -2.69395 -2.57381  0.2537
C 1.95527 -1.91480 -1.71695  -0.1661
C 3.23758 0.92077 -0.78952  0.0221
C 2.19215 0.22078 -1.18819  -0.1906
C 1.67996 -1.09395 -0.43707  -0.2541
C 0.34422 -1.04292 0.03127  -0.0645
C -2.71561 2.02240 0.67474  -0.0226
C -1.31130 1.78201 1.19340  -0.2935
C -0.85499 -0.12809 -0.07796  -0.3579
N -0.12194 -2.25134 0.71559  0.2653
O -1.91427 -0.92576 -0.22871  0.0682
O -1.03129 0.46838 1.22251  -0.0534
H 3.62761 1.76146 -1.42129  0.0873
H 3.69801 0.64436 0.30096  0.1308
H 1.58556 0.48496 -2.09303  0.1322
H 2.48457 -1.27491 0.33983  0.1696
H -2.69396 1.40855 -0.16300  0.0284
H -3.39766 1.63595 1.47331  0.1151
H -3.01521 3.01940 0.29755  0.1094
H -1.29032 2.01335 2.18144  0.1049
H -0.62037 2.31991 0.61852  0.1176
H -0.76903 0.69433 -0.76729  0.1656
H 0.40963 -2.38819 1.60465  0.2125
H 0.09136 -3.03178 0.10422  0.1734
H -1.12995 -2.23140 0.69504  0.1443
H -2.66319 -0.41952 0.00378  0.1024

Forces on atoms 1 to 3 (eV/Å):
0.4 -1.5 -1.8
-1.1 0.9 3.8
1.1 0.0 2.1

---

This record from OMol25 describes H6N2 as an isolated structure in a non-equilibrium geometry. The level of theory is ωB97M-V/def2-TZVPD.

- Energy relative to the best compared isomer or geometry (same formula, charge and spin): 67.7 kcal per mole
- LUMO level: 0.9 eV
- Multiplicity: 1
- Highest occupied orbital energy: -0.3480 Ha

Each line ends with the Löwdin charge.
Cartesian coordinates (Å):
N 7.13774 -7.16009 -3.02821  0.0001
H 7.92036 -7.70190 -3.40844  0.0372
H 7.31158 -7.04996 -2.02408  0.0420
H 7.19262 -6.22502 -3.44443  -0.0578
N 8.59135 -5.20241 -3.10153  0.0021
H 7.66656 -5.57553 -3.33855  -0.0834
H 9.17574 -6.00134 -2.83540  0.0268
H 8.98775 -4.81781 -3.96500  0.0330

Forces on atoms 1 to 3 (eV/Å):
-1.4 -2.4 0.4
-0.5 0.3 0.1
-0.2 0.0 -0.5

---

This record from OMol25 describes one molecule with the formula C5H12N2O in a non-equilibrium geometry. The level of theory is ωB97M-V/def2-TZVPD.

- Energy relative to the best compared isomer or geometry (same formula, charge and spin): 61.0 kcal per mole
- LUMO level: 0.9 eV
- Multiplicity: 1
- SMILES: NCNCCCC=O
- Highest occupied orbital energy: -0.3202 Ha

Each line ends with the Löwdin charge.
Cartesian coordinates (Å):
C -0.02908 -0.00222 0.69127  -0.2033
N 1.17478 -0.25022 -0.08202  -0.0924
C 2.28218 -1.11369 0.31264  -0.3135
N 1.96616 -2.54564 0.30143  -0.0043
C -1.26557 -0.07323 -0.30647  -0.1891
C -2.13953 1.17245 -0.33005  -0.1692
C -1.38966 2.49337 -0.45506  -0.2497
O -1.98659 3.40516 -0.98603  0.0372
H -0.01532 1.00545 1.12541  0.0936
H -0.22093 -0.87940 1.32314  0.1104
H 1.38679 0.41019 -0.81409  0.1031
H 3.05839 -0.88681 -0.42551  0.1106
H 2.75973 -1.03930 1.28603  0.0998
H 1.13992 -2.64195 0.87743  0.0450
H 1.76132 -2.86812 -0.63812  0.0601
H -1.91603 -0.91271 -0.02577  0.1046
H -0.83129 -0.23184 -1.29692  0.1023
H -2.92634 1.16236 -1.07486  0.1175
H -2.47535 1.23791 0.71755  0.1263
H -0.33358 2.55825 -0.20003  0.1111

Forces on atoms 1 to 3 (eV/Å):
-0.8 -0.6 -2.0
0.6 -0.2 0.5
-0.1 -0.4 -0.8

---

This record from OMol25 describes an isolated ion of composition C5H14N2 and charge +1 in a non-equilibrium geometry. The level of theory is ωB97M-V/def2-TZVPD.

- Energy relative to the best compared isomer or geometry (same formula, charge and spin): 43.5 kcal per mole
- LUMO level (spin up / spin down): -3.5 / -8.6 eV
- Net charge: +1
- Multiplicity: 2
- Highest occupied orbital energy (spin up / spin down): -0.4426 / -0.4415 Ha

Each line ends with the Löwdin charge.
Cartesian coordinates (Å):
C 2.00969 0.49656 0.50960  -0.0467
C 1.04079 0.64913 -0.68555  -0.4271
C -0.04083 -0.48134 -0.73419  -0.1433
C -0.57067 -1.10209 0.58203  -0.1397
C -1.71696 -0.27882 1.31694  -0.1627
N -2.81506 0.00466 0.46800  0.2890
N 1.81995 0.70571 -1.89071  0.0284
H 3.00517 0.84140 0.25462  0.0823
H 2.00865 -0.44045 1.05363  0.0608
H 1.73058 1.18436 1.31998  0.0816
H 0.49722 1.59344 -0.58145  0.1298
H 0.19986 -1.30534 -1.40876  0.1234
H -0.94610 0.03817 -1.09576  0.0871
H -1.18248 -2.00681 0.47012  0.1183
H 0.28023 -1.32249 1.23501  0.1062
H -1.44022 0.70550 1.75550  0.1531
H -2.08403 -0.92503 2.14406  0.1764
H -2.82902 -0.45369 -0.44784  0.1576
H -3.10529 0.97764 0.52100  0.1618
H 1.47317 0.95099 -2.80131  0.0808
H 2.66536 0.16850 -1.98493  0.0829

Forces on atoms 1 to 3 (eV/Å):
-0.6 1.1 0.8
0.5 -1.0 0.2
-1.6 0.4 0.5

---

This record from OMol25 describes C11H15IrNS as an isolated structure in a non-equilibrium geometry. The level of theory is ωB97M-V/def2-TZVPD.

- LUMO level (spin up / spin down): -8.8 / -11.1 eV
- Net charge: +2
- Multiplicity: 2
- Highest occupied orbital energy (spin up / spin down): -0.6466 / -0.6366 Ha

Each line ends with the Löwdin charge.
Cartesian coordinates (Å):
Ir -0.62383 -0.81164 -0.70802  1.3719
C 1.36580 -0.00233 -0.61121  -0.2720
C 0.36192 1.05381 -0.64839  -0.2652
C -0.51112 0.88024 0.48798  -0.2992
C -0.04468 -0.25996 1.23827  -0.2665
C 1.11833 -0.80832 0.54422  -0.2710
C 1.89103 -2.00160 0.98573  0.0214
C -0.62851 -0.77971 2.50080  0.0251
C -1.64195 1.77033 0.86337  0.0212
C 0.26193 2.12322 -1.67332  0.0259
C 2.45395 -0.18469 -1.61150  0.0217
H 2.60051 -1.70007 1.75937  0.1274
H 2.45436 -2.44241 0.16712  0.0938
H 1.24270 -2.76851 1.40803  0.0983
H -0.34102 -0.09425 3.30483  0.1297
H -0.25005 -1.76732 2.74922  0.0955
H -1.71649 -0.80395 2.47499  0.1025
H -1.23299 2.57298 1.48472  0.1277
H -2.39561 1.25026 1.44979  0.0977
H -2.10749 2.23094 -0.00469  0.0980
H 0.64603 3.04626 -1.22656  0.1303
H -0.76766 2.31537 -1.97021  0.1025
H 0.85883 1.90330 -2.55405  0.0955
H 3.28292 0.47937 -1.35765  0.1271
H 2.12339 0.06161 -2.61972  0.0976
H 2.83049 -1.20464 -1.61667  0.0937
S -5.09842 -1.65298 -2.04677  1.0407
C -3.61334 -1.32312 -1.56293  -0.7201
N -2.51901 -1.08218 -1.20673  -0.0514

Forces on atoms 1 to 3 (eV/Å):
-0.5 -0.9 -0.8
0.1 0.4 0.4
0.5 -0.1 -0.2

---

no.,total energy (Ha)
1,-1284.36978
2,-470.96074
3,-209.11545
4,-555.96005
5,-112.99625
6,-382.40528
7,-308.05208
8,-984.75341